# 1
Computed, not measured: a 2-piece molecular cluster, C3H11NO2Si overall in a non-equilibrium geometry, with wB97M-V/def2-TZVPD.

Properties
Charge ... 0
Orbital gap ... 10.858 eV
SMILES ... C[Si](C)(O)O.C=N
Lowest unoccupied orbital energy ... 0.747 eV
Total energy ... -16753.75469 eV
Energy above the lowest of the compared OMol25 structures with the same formula, charge and spin ... 156.6 kJ/mol

Geometry as XYZ:
```
18
C3H11NO2Si | the Open Molecules 2025 dataset | wB97M-V/def2-TZVPD
C -1.106 1.040 -1.275
Si -1.401 -0.248 0.106
C -1.499 0.487 1.792
O -2.607 -1.203 -0.370
O -0.060 -1.283 0.271
H -0.462 0.558 -2.018
H -1.974 1.595 -1.594
H -0.595 1.909 -0.873
H -0.822 -0.022 2.515
H -1.296 1.511 1.623
H -2.551 0.474 2.100
H -3.000 -2.114 -0.112
H 0.407 -1.433 -0.512
C 3.552 0.001 -0.582
N 2.822 -0.914 -0.193
H 4.142 0.671 0.044
H 3.504 0.074 -1.699
H 2.948 -1.102 0.780
```

Atomic partial charges in e from the Mulliken method, atoms 1 to 8: -1.073 0.673 -0.978 -0.531 -0.562 0.237 0.380 0.320



# 2
Computed, not measured: a 3-piece molecular cluster, C3H11NO3 overall in a non-equilibrium geometry, with wB97M-V/def2-TZVPD.

Properties
Charge ... 0
Orbital gap ... 10.581 eV
SMILES ... CNCC=O.O.O
Lowest unoccupied orbital energy ... 0.634 eV
Total energy ... -10920.98741 eV
Energy above the lowest of the compared OMol25 structures with the same formula, charge and spin ... 194.7 kJ/mol

Geometry as XYZ:
```
18
C3H11NO3 | the Open Molecules 2025 dataset | wB97M-V/def2-TZVPD
C 1.153 0.831 2.537
N 0.090 0.378 1.631
C 0.550 0.156 0.256
C -0.556 0.123 -0.741
O -0.538 -0.508 -1.765
H 1.326 1.880 2.281
H 2.105 0.235 2.501
H 0.753 0.762 3.547
H -0.261 -0.536 1.946
H 1.371 0.855 0.018
H 1.161 -0.778 0.256
H -1.335 0.931 -0.611
O -1.492 2.672 1.278
H -1.992 2.897 2.073
H -0.916 1.938 1.607
O 0.759 -3.462 -3.360
H 0.078 -3.955 -3.830
H 0.414 -3.039 -2.567
```

Atomic partial charges in e from the Mulliken method, atoms 1 to 8: -0.926 -0.451 -0.521 0.000 -0.439 0.328 0.332 0.331



# 3
Computed, not measured: a 4-piece molecular cluster, C3H11NO3 overall in a non-equilibrium geometry, with wB97M-V/def2-TZVPD.

Properties
Charge ... 0
Orbital gap ... 9.588 eV
SMILES ... C=CN=C.O.O.O
Lowest unoccupied orbital energy ... 0.708 eV
Total energy ... -10919.45147 eV
Energy above the lowest of the compared OMol25 structures with the same formula, charge and spin ... 342.9 kJ/mol

Geometry as XYZ:
```
18
C3H11NO3 | the Open Molecules 2025 dataset | wB97M-V/def2-TZVPD
C 1.597 -0.729 0.720
C 0.580 -0.568 -0.129
N 0.323 0.553 -0.997
C 0.495 1.726 -0.573
H 2.525 -0.171 0.687
H 1.353 -1.294 1.604
H -0.394 -0.923 0.200
H -0.068 2.575 -0.949
H 1.062 1.833 0.365
O 0.814 1.088 -4.209
H 1.451 0.854 -4.870
H 0.176 0.371 -4.064
O -3.148 0.379 1.078
H -2.650 0.735 0.342
H -3.914 -0.089 0.736
O -0.032 -2.015 2.979
H -0.087 -2.914 3.360
H -0.084 -1.410 3.718
```

Atomic partial charges in e from the Mulliken method, atoms 1 to 8: -0.674 -0.040 -0.310 -0.375 0.356 0.278 0.269 0.276



# 4
Computed, not measured: a 2-piece molecular cluster, C3H11NO3 overall in a non-equilibrium geometry, with wB97M-V/def2-TZVPD.

Properties
Charge ... 0
Orbital gap ... 10.467 eV
SMILES ... NC(CO)CO.O
Lowest unoccupied orbital energy ... 0.733 eV
Total energy ... -10920.65721 eV
Energy above the lowest of the compared OMol25 structures with the same formula, charge and spin ... 226.6 kJ/mol

Geometry as XYZ:
```
18
C3H11NO3 | the Open Molecules 2025 dataset | wB97M-V/def2-TZVPD
N -1.323 -0.212 -0.522
C 0.108 0.214 -0.730
C 1.093 -0.914 -0.329
O 0.865 -1.990 -1.251
C 0.410 1.463 0.184
O 1.362 2.480 -0.285
H -1.500 -0.913 -1.226
H -2.000 0.521 -0.483
H 0.259 0.605 -1.816
H 2.061 -0.446 -0.378
H 0.890 -1.208 0.702
H 1.566 -2.358 -1.737
H -0.521 2.071 0.156
H 0.601 1.111 1.149
H 1.318 3.294 0.299
O -2.080 -1.325 2.100
H -1.439 -1.311 2.854
H -1.669 -1.083 1.312
```

Atomic partial charges in e from the Mulliken method, atoms 1 to 8: -0.600 0.259 -0.451 -0.525 -0.659 -0.545 0.220 0.195



# 5
Computed, not measured: a 4-piece molecular cluster, C3H11NO3 overall in a non-equilibrium geometry, with wB97M-V/def2-TZVPD.

Properties
Charge ... 0
Orbital gap ... 10.077 eV
SMILES ... C=CN=C.O.O.O
Lowest unoccupied orbital energy ... 0.601 eV
Total energy ... -10920.63141 eV
Energy above the lowest of the compared OMol25 structures with the same formula, charge and spin ... 229.1 kJ/mol

Geometry as XYZ:
```
18
C3H11NO3 | the Open Molecules 2025 dataset | wB97M-V/def2-TZVPD
C 1.959 0.662 1.844
C 2.277 0.461 0.590
N 1.461 -0.380 -0.263
C 1.081 0.137 -1.354
H 1.104 0.166 2.285
H 2.564 1.281 2.484
H 3.084 0.833 -0.019
H 0.769 -0.524 -2.150
H 1.114 1.193 -1.623
O -0.508 -1.864 1.146
H 0.294 -1.464 0.757
H -0.217 -2.721 1.474
O -2.005 1.437 -2.133
H -2.671 1.011 -1.567
H -2.003 2.345 -1.802
O -2.792 -0.475 0.036
H -3.519 -1.103 0.095
H -1.992 -0.996 0.201
```

Atomic partial charges in e from the Mulliken method, atoms 1 to 8: -0.783 -0.025 -0.492 -0.334 0.255 0.253 0.424 0.311



# 6
Computed, not measured: a 3-piece molecular cluster, C3H11NO3 overall in a non-equilibrium geometry, with wB97M-V/def2-TZVPD.

Properties
Charge ... 0
Orbital gap ... 10.741 eV
SMILES ... CNC(C)=O.O.O
Lowest unoccupied orbital energy ... 0.578 eV
Total energy ... -10921.97283 eV
Energy above the lowest of the compared OMol25 structures with the same formula, charge and spin ... 99.6 kJ/mol

Geometry as XYZ:
```
18
C3H11NO3 | the Open Molecules 2025 dataset | wB97M-V/def2-TZVPD
C -0.442 1.988 -0.441
N 0.231 0.718 -0.683
C -0.354 -0.490 -0.872
C -1.689 -0.513 -1.580
O 0.264 -1.520 -0.664
H -1.497 1.938 -0.173
H -0.523 2.565 -1.369
H 0.179 2.625 0.176
H 1.081 0.766 -0.168
H -1.343 -0.755 -2.558
H -2.312 -1.340 -1.245
H -2.315 0.367 -1.495
O 1.842 0.682 2.525
H 1.168 0.582 1.847
H 1.729 -0.172 2.961
O 1.350 -2.664 1.605
H 1.848 -1.906 1.283
H 0.782 -2.872 0.850
```

Atomic partial charges in e from the Mulliken method, atoms 1 to 8: -0.971 -0.205 0.506 -0.922 -0.653 0.297 0.374 0.358



# 7
Computed, not measured: a 3-piece molecular cluster, C3H11NO3 overall in a non-equilibrium geometry, with wB97M-V/def2-TZVPD.

Properties
Charge ... 0
Orbital gap ... 10.073 eV
SMILES ... CNC(C)=O.O.O
Lowest unoccupied orbital energy ... 0.452 eV
Total energy ... -10921.94135 eV
Energy above the lowest of the compared OMol25 structures with the same formula, charge and spin ... 102.7 kJ/mol

Geometry as XYZ:
```
18
C3H11NO3 | the Open Molecules 2025 dataset | wB97M-V/def2-TZVPD
C -0.568 -0.147 -2.159
N 0.534 -0.726 -1.416
C 1.723 -0.132 -1.034
C 1.984 1.258 -1.546
O 2.436 -0.673 -0.220
H -0.423 -0.320 -3.227
H -0.653 0.943 -1.986
H -1.526 -0.443 -1.756
H 0.350 -1.480 -0.774
H 1.167 1.926 -1.311
H 2.925 1.606 -1.132
H 2.033 1.253 -2.644
O 0.470 -4.822 4.587
H 0.195 -5.747 4.527
H -0.215 -4.296 4.165
O -3.827 3.898 1.829
H -3.614 4.048 2.754
H -2.990 3.854 1.342
```

Atomic partial charges in e from the Mulliken method, atoms 1 to 8: -0.780 -0.183 0.657 -1.058 -0.611 0.260 0.226 0.338



# 8
Computed, not measured: an isolated ion of composition C3H11NO3P and charge +1 in a non-equilibrium geometry, with wB97M-V/def2-TZVPD.

Properties
Charge ... +1
Orbital gap ... 12.017 eV
SMILES ... CCO[P@](=[NH2+])(O)OC
Lowest unoccupied orbital energy ... -3.319 eV
Total energy ... -20205.22730 eV
Energy above the lowest of the compared OMol25 structures with the same formula, charge and spin ... 44.6 kJ/mol

Geometry as XYZ:
```
19
C3H11NO3P | the Open Molecules 2025 dataset | wB97M-V/def2-TZVPD
C 0.507 2.428 1.813
C -0.028 1.171 1.201
O 0.682 0.843 -0.008
P 0.412 -0.465 -0.853
N 1.034 -2.003 -0.096
O 1.127 -0.149 -2.192
O -1.101 -0.671 -1.076
C -1.484 -1.754 -1.997
H 0.281 3.314 1.130
H -0.047 2.575 2.698
H 1.513 2.281 1.865
H -1.044 1.213 1.060
H -0.010 0.211 1.814
H 1.982 -1.914 0.181
H 0.321 -2.284 0.560
H 2.100 0.072 -2.239
H -0.920 -1.894 -2.963
H -2.447 -1.456 -2.178
H -1.644 -2.708 -1.584
```

Atomic partial charges in e from the Mulliken method, atoms 1 to 8: -1.193 -0.276 -0.231 0.954 -0.495 -0.485 -0.242 -0.754



# 9
Computed, not measured: a 3-piece molecular cluster, C3H11NO3S overall in a non-equilibrium geometry, with wB97M-V/def2-TZVPD.

Properties
Charge ... 0
Orbital gap ... 9.861 eV
SMILES ... O=CNCCS.O.O
Lowest unoccupied orbital energy ... 0.358 eV
Total energy ... -21756.63721 eV
Energy above the lowest of the compared OMol25 structures with the same formula, charge and spin ... 126.1 kJ/mol

Geometry as XYZ:
```
19
C3H11NO3S | the Open Molecules 2025 dataset | wB97M-V/def2-TZVPD
O -0.927 2.801 1.447
C -0.604 1.971 0.621
N -0.656 0.627 0.817
C -0.522 -0.327 -0.296
C -0.542 -1.740 0.362
S 1.050 -2.383 0.810
H -0.122 2.295 -0.328
H -1.326 0.290 1.493
H 0.436 -0.147 -0.763
H -1.402 -0.303 -0.949
H -1.236 -2.377 -0.171
H -1.139 -1.618 1.270
H 1.405 -1.407 1.657
O -4.053 -0.686 1.477
H -3.328 -1.221 1.137
H -4.780 -0.818 0.863
O 6.073 1.540 -2.787
H 5.166 1.767 -3.032
H 6.506 1.734 -3.628
```

Atomic partial charges in e from the Mulliken method, atoms 1 to 8: -0.544 0.060 -0.127 -0.549 -0.649 -0.217 0.305 0.192



# 10
Computed, not measured: C3H11NO4 as an isolated structure in a non-equilibrium geometry, with wB97M-V/def2-TZVPD.

Properties
Charge ... 0
Orbital gap ... 10.010 eV
Lowest unoccupied orbital energy ... 0.268 eV
Total energy ... -12969.26348 eV
Energy above the lowest of the compared OMol25 structures with the same formula, charge and spin ... 173.3 kJ/mol

Geometry as XYZ:
```
19
C3H11NO4 | the Open Molecules 2025 dataset | wB97M-V/def2-TZVPD
H 1.328 0.732 -0.180
O 1.620 1.879 0.324
N 0.940 -0.513 -0.365
H 2.326 1.840 0.992
H 1.723 -1.092 -0.087
H 0.674 -0.635 -1.337
C -0.171 -0.816 0.604
H 0.327 -0.893 1.580
C -1.162 0.314 0.775
O -2.240 0.035 1.272
O -0.751 1.505 0.611
H 0.398 1.652 0.530
C -0.919 -2.121 0.352
H -0.248 -2.787 -0.207
H -1.259 -2.677 1.222
H -1.807 -1.976 -0.262
O -0.295 1.524 -2.074
H 0.322 2.148 -2.442
H -0.806 1.881 -1.310
```

Atomic partial charges in e from the Mulliken method, atoms 1 to 8: 0.455 -0.776 -0.459 0.269 0.318 0.313 0.535 0.172



# 11
Computed, not measured: a 3-piece molecular cluster, C3H11NO4 overall in a non-equilibrium geometry, with wB97M-V/def2-TZVPD.

Properties
Charge ... 0
Orbital gap ... 10.149 eV
SMILES ... O=CCNCO.O.O
Lowest unoccupied orbital energy ... 0.448 eV
Total energy ... -12967.10433 eV
Energy above the lowest of the compared OMol25 structures with the same formula, charge and spin ... 381.6 kJ/mol

Geometry as XYZ:
```
19
C3H11NO4 | the Open Molecules 2025 dataset | wB97M-V/def2-TZVPD
O 0.109 -1.174 2.864
C -0.079 -1.592 1.724
C -0.062 -0.548 0.629
N 0.674 -1.104 -0.483
C 0.250 -0.551 -1.804
O 0.340 0.915 -1.684
H -0.135 -2.647 1.468
H 0.434 0.371 0.917
H -1.121 -0.310 0.315
H 1.621 -1.006 -0.374
H 0.880 -0.710 -2.709
H -0.879 -0.698 -2.230
H 0.873 1.236 -2.331
O 4.119 1.633 2.103
H 3.624 1.088 1.481
H 4.088 1.361 3.012
O -5.071 1.485 -2.631
H -4.661 0.941 -1.931
H -6.067 1.377 -2.747
```

Atomic partial charges in e from the Mulliken method, atoms 1 to 8: -0.491 -0.070 -0.193 -0.364 -0.346 -0.487 0.388 0.245



# 12
Computed, not measured: a 2-piece molecular cluster, C3H11NOP overall in a non-equilibrium geometry, with wB97M-V/def2-TZVPD.

Properties
Charge ... +1
Orbital gap ... 10.602 eV
Lowest unoccupied orbital energy ... -3.314 eV
Total energy ... -16107.32453 eV
Energy above the lowest of the compared OMol25 structures with the same formula, charge and spin ... 301.7 kJ/mol

Geometry as XYZ:
```
17
C3H11NOP | the Open Molecules 2025 dataset | wB97M-V/def2-TZVPD
C 0.918 0.939 1.844
C 0.957 -1.514 -0.471
C 1.022 -0.321 1.503
N 0.092 -0.928 0.523
O -1.867 0.595 -0.979
P -2.120 1.763 -2.290
H -2.027 2.797 -1.318
H 1.855 1.207 2.347
H 0.125 1.507 1.425
H 1.491 -0.725 -0.953
H 1.553 -2.290 0.020
H 0.471 -2.046 -1.278
H 1.702 -1.016 1.997
H -0.471 -0.232 0.002
H -0.488 -1.608 0.946
H -2.442 -0.196 -0.947
H -0.769 2.069 -2.371
```

Atomic partial charges in e from the Mulliken method, atoms 1 to 8: -0.702 -0.940 -0.069 0.135 -0.635 0.129 0.069 0.282



# 13
Computed, not measured: a 2-piece molecular cluster, C3H11NOS overall, with wB97M-V/def2-TZVPD.

Properties
Charge ... 0
Orbital gap ... 9.577 eV
SMILES ... C[C@H](N)CS.O
Lowest unoccupied orbital energy ... 0.860 eV
Total energy ... -17662.36539 eV
Energy above the lowest of the compared OMol25 structures with the same formula, charge and spin ... 5.4 kJ/mol

Geometry as XYZ:
```
17
C3H11NOS | the Open Molecules 2025 dataset | wB97M-V/def2-TZVPD
C 1.274 0.652 -2.164
C 0.419 -0.031 -1.114
N -1.015 0.015 -1.439
C 0.682 0.582 0.289
S 0.944 -0.605 1.616
H 2.341 0.474 -2.011
H 0.963 0.381 -3.178
H 1.106 1.745 -2.187
H 0.666 -1.081 -1.037
H -1.243 -0.659 -2.163
H -1.284 0.929 -1.776
H -0.130 1.255 0.544
H 1.594 1.170 0.218
H -0.336 -0.764 1.961
O -2.448 -0.157 1.177
H -3.227 -0.721 1.176
H -2.175 -0.056 0.236
```

Atomic partial charges in e from the Mulliken method, atoms 1 to 8: -1.567 0.569 -0.650 -1.036 -0.234 0.397 0.399 0.365



# 14
Computed, not measured: a 2-piece molecular cluster, C3H11NOS overall in a non-equilibrium geometry, with wB97M-V/def2-TZVPD.

Properties
Charge ... +1
Orbital gap (alpha / beta) ... 9.906 / 4.720 eV
2S+1 ... 2
Lowest unoccupied orbital energy (alpha / beta) ... -4.019 / -9.198 eV
Total energy ... -17651.57484 eV
Energy above the lowest of the compared OMol25 structures with the same formula, charge and spin ... 195.7 kJ/mol

Geometry as XYZ:
```
17
C3H11NOS | the Open Molecules 2025 dataset | wB97M-V/def2-TZVPD
C 0.224 -0.430 -1.225
C 0.210 -0.547 0.309
C 1.645 -0.364 0.878
S 2.094 0.123 2.576
N -0.748 0.506 0.785
H 0.967 -0.969 -1.708
H -0.742 -0.806 -1.661
H 0.216 0.723 -1.560
H -0.205 -1.674 0.570
H 2.059 0.601 0.452
H 2.208 -1.192 0.451
H 1.112 1.005 2.815
H -0.133 1.367 0.782
H -1.205 0.313 1.639
H -1.833 0.651 -1.665
H -3.289 0.418 -1.326
O -2.579 0.274 -2.113
```

Atomic partial charges in e from the Mulliken method, atoms 1 to 8: -1.519 0.515 -0.792 0.272 -0.567 0.452 0.392 0.329